(1)
Here is 2 unconnected molecules or ions with the total composition C5H12BrN2 at a distorted geometry from the Open Molecules 2025 dataset. Energies are from wB97M-V/def2-TZVPD.

- LUMO energy (alpha / beta): -0.150 / -0.270 hartree
- HOMO level (alpha / beta): -0.475 / -0.482 hartree
- Net charge: +1
- 2S+1: 3
- Energy above the lowest of the compared OMol25 structures with the same formula, charge and spin: 48.56 kcal per mole

```
20
Properties=species:S:1:pos:R:3:forces:R:3
C -0.18427 -2.26632 1.12258 -0.017 -0.154 0.641
C -1.92212 0.16979 -0.86775 -1.746 1.186 -1.674
C 2.01798 1.72138 0.21495 1.907 1.929 -0.346
C -0.55286 0.78821 -0.89994 -2.273 2.856 -2.312
C 1.75253 0.35419 -0.24828 -0.967 -3.499 -0.047
N 0.46587 -0.05186 -0.68974 0.213 0.629 1.592
N -1.07848 -3.19026 1.32949 2.333 1.691 0.272
Br 1.13706 -2.00683 2.45970 -0.614 -0.406 -0.638
H -2.33421 -0.12903 0.07734 0.386 -0.425 0.663
H -2.60822 1.04519 -1.15130 0.627 -1.519 -0.056
H -1.97071 -0.65247 -1.64142 -0.224 0.887 0.972
H 3.03070 1.75309 0.75553 -1.342 -0.016 -1.122
H 1.93380 2.56077 -0.54128 0.365 -1.165 0.655
H 1.31249 1.92899 0.96809 -0.962 0.469 1.058
H -0.40014 1.03685 -1.99643 -0.272 0.136 0.308
H -0.58264 1.92397 -0.52185 0.688 -2.433 0.177
H 2.30356 -0.15991 -1.03053 1.512 0.330 0.326
H 1.60547 -0.33824 0.61636 1.983 0.377 0.139
H -1.87035 -3.19938 0.77591 -1.785 -0.169 -1.743
H -1.09210 -3.81324 2.09783 0.189 -0.703 1.134
```
Forces are in eV/Å.

(2)
Here is a single C4H7BrO molecule at a distorted geometry from the Open Molecules 2025 dataset. Energies are from wB97M-V/def2-TZVPD.

- LUMO energy (alpha / beta): 0.024 / 0.024 hartree
- HOMO level (alpha / beta): -0.271 / -0.268 hartree
- 2S+1: 1
- Energy above the lowest of the compared OMol25 structures with the same formula, charge and spin: 94.89 kcal per mole

```
13
Properties=species:S:1:pos:R:3:forces:R:3
C 0.09441 -0.59716 0.27989 4.742 -0.118 0.887
C -1.42257 -1.16792 1.93776 -2.829 -1.167 2.515
C 1.25015 1.35132 -1.18576 0.150 -1.468 0.600
C 0.20820 0.19745 -0.93145 -2.449 1.541 -1.771
O -1.04552 -0.82182 0.79780 -0.766 0.891 -2.030
Br -3.23050 -1.82194 1.91959 0.460 0.201 0.187
H 1.00893 -0.80255 0.88801 -0.935 0.026 -0.224
H -0.87195 -1.48929 2.79280 0.851 -0.146 -0.021
H 1.23299 2.13240 -0.45794 -0.865 0.851 0.316
H 1.13166 1.68908 -2.20833 -0.222 0.352 0.043
H 2.30077 1.09092 -1.08437 0.137 -0.910 -0.232
H 0.19217 -0.44136 -1.84684 0.136 0.297 0.472
H -0.84873 0.68087 -0.90117 1.589 -0.351 -0.743
```
Forces are in eV/Å.

(3)
Here is a molecular structure, C3H8N2O at a distorted geometry from the Open Molecules 2025 dataset. Energies are from wB97M-V/def2-TZVPD.

- LUMO energy: 0.031 hartree
- HOMO level: -0.314 hartree
- 2S+1: 1
- Energy above the lowest of the compared OMol25 structures with the same formula, charge and spin: 85.21 kcal per mole

```
14
Properties=species:S:1:pos:R:3:forces:R:3
C -0.17446 0.51416 0.45641 0.218 0.001 -0.053
C -0.58383 -0.74830 -0.23948 0.888 0.408 -0.286
N -0.99262 1.63397 0.03719 0.109 -0.118 -0.010
N -0.10770 -1.90569 0.27648 0.118 -0.104 -0.033
C 1.18045 0.43955 -0.31519 0.028 0.140 1.196
O 2.11371 -0.24486 0.19451 -0.522 0.121 -0.401
H -0.01663 0.38077 1.53301 -0.028 0.028 -0.055
H -1.89784 1.63093 0.49323 0.075 0.022 -0.009
H -0.53289 2.51113 0.25247 -0.054 -0.043 0.018
H -0.21743 -2.72989 -0.29861 -0.012 0.096 0.039
H 0.84519 -1.79354 0.64898 -0.146 0.047 -0.004
H 1.36386 1.34497 -0.92303 -0.089 -0.270 -0.232
H -1.48921 -0.76604 -0.83593 0.113 -0.010 -0.118
H 0.50940 -0.26716 -1.28003 -0.697 -0.320 -0.052
```
Forces are in eV/Å.

(4)
Here is 2 unconnected molecules or ions with the total composition C6H12N at a distorted geometry from the Open Molecules 2025 dataset. Energies are from wB97M-V/def2-TZVPD.

- LUMO energy: -0.315 hartree
- HOMO level: -0.478 hartree
- Net charge: +1
- 2S+1: 1
- Energy above the lowest of the compared OMol25 structures with the same formula, charge and spin: 154.37 kcal per mole

```
19
Properties=species:S:1:pos:R:3:forces:R:3
C 0.50996 -1.98044 -1.86217 -0.913 0.635 -0.718
C 1.00436 -0.65454 -2.45139 1.118 0.080 -0.255
C 0.23406 0.53568 -1.85690 -0.519 -1.132 -0.216
C 0.62806 0.63269 -0.37098 -1.888 -0.029 -2.190
C -0.05570 0.42388 0.66924 4.132 0.523 0.988
N -1.10335 0.93821 4.65944 -0.382 -1.434 0.151
C -1.56212 1.38484 3.58447 0.163 0.200 -0.310
H 0.34162 -1.83170 -0.79755 0.059 -0.520 0.183
H 1.07898 -2.87601 -2.06999 0.621 0.166 0.150
H -0.44908 -2.18521 -2.34782 -0.178 0.013 0.357
H 0.91179 -0.64046 -3.53801 -0.355 0.034 0.009
H 2.08341 -0.50893 -2.31041 -0.098 -0.051 0.230
H -0.82120 0.26271 -1.91274 -0.067 0.298 0.145
H 0.35226 1.50957 -2.33069 0.406 -0.045 0.083
H 1.70021 0.85694 -0.26008 -0.099 0.532 0.669
H 0.31378 0.02989 1.62144 -1.899 -0.693 0.390
H -1.74028 0.97850 5.45497 0.314 1.016 0.174
H -1.04715 1.02947 2.68646 -0.109 0.778 0.005
H -2.37960 2.09490 3.43273 -0.305 -0.370 0.155
```
Forces are in eV/Å.